[1]
The following is a DFT calculation (ωB97M-V/def2-TZVPD) of one molecule with the formula C3H6O2.

```
11
C3H6O2 ωB97M-V/def2-TZVPD
O -0.88343 -1.67760 0.65674
C -0.12145 -0.91005 -0.20910
C -0.54053 0.55109 -0.46080
C 0.83797 0.89147 0.11497
O 1.10968 -0.49751 0.38103
H -0.72496 -1.32088 1.54169
H 0.02504 -1.52424 -1.10369
H -0.71296 0.83237 -1.50182
H -1.39740 0.85366 0.14583
H 1.55615 1.31258 -0.59809
H 0.85189 1.48913 1.03325
```

The energy relative to the best compared isomer or geometry (same formula, charge and spin) is 1.554 eV. The LUMO energy is 1.02 eV. The SMILES is O[C@H]1CCO1. The value obtained for the HOMO-LUMO gap is 11.10 eV. The value obtained for the HOMO energy is -10.1 eV.

Results of the Löwdin charge analysis, in e, for atoms 1 through 4: O 0.02; C -0.43; C -0.07; C -0.17


[2]
The following is a DFT calculation (ωB97M-V/def2-TZVPD) of a 2-piece molecular cluster, C3H6O2 overall at a distorted geometry.

```
11
C3H6O2 ωB97M-V/def2-TZVPD
O -1.05272 -0.09309 -1.33776
C -1.16894 -0.99257 -0.54022
O -0.84486 -2.29038 -0.76541
H -1.74823 -0.92986 0.39657
H -0.58750 -2.49570 -1.68027
C 0.54294 0.80456 1.12263
C 1.11649 1.50526 0.11844
H 1.33790 0.31401 1.84333
H -0.49322 0.46074 1.24514
H 2.16705 1.69071 0.37631
H 0.73108 2.02632 -0.77874
```

The energy relative to the best compared isomer or geometry (same formula, charge and spin) is 2.002 eV. The LUMO energy is 0.82 eV. The SMILES is O=CO.C=C. The value obtained for the HOMO-LUMO gap is 10.77 eV. The value obtained for the HOMO energy is -9.9 eV.

Results of the Löwdin charge analysis, in e, for atoms 1 through 4: O 0.05; C -0.40; O 0.06; H 0.14


[3]
The following is a DFT calculation (ωB97M-V/def2-TZVPD) of one molecule with the formula C3H6O2 at a distorted geometry.

```
11
C3H6O2 ωB97M-V/def2-TZVPD
C -0.72166 0.02003 1.23933
C 0.50846 0.08388 0.35799
C 0.21082 -0.21240 -1.08231
O -0.49769 -1.10227 -1.47086
O 0.76688 0.67559 -1.92017
H -0.74147 -0.94949 1.76434
H -1.67287 -0.06608 0.73073
H -0.77468 0.70317 2.08463
H 1.06608 1.01295 0.46423
H 1.31373 -0.59044 0.66181
H 0.54240 0.42505 -2.82970
```

The energy relative to the best compared isomer or geometry (same formula, charge and spin) is 0.192 eV. The LUMO energy is 0.82 eV. The SMILES is CCC(=O)O. The value obtained for the HOMO-LUMO gap is 11.40 eV. The value obtained for the HOMO energy is -10.6 eV.

Results of the Löwdin charge analysis, in e, for atoms 1 through 4: C -0.09; C -0.16; C -0.55; O 0.10


[4]
The following is a DFT calculation (ωB97M-V/def2-TZVPD) of one molecule with the formula C3H6O2 at a distorted geometry.

```
11
C3H6O2 ωB97M-V/def2-TZVPD
O 0.90205 0.37094 1.69774
C 0.71785 -0.61021 0.71363
C -0.45526 -0.59639 -0.18843
C -0.85986 0.66115 -0.79578
O 0.19353 0.22831 -1.56817
H 0.60891 1.21962 1.34509
H 1.19896 -0.36570 -0.26382
H 1.03540 -1.57368 1.11591
H -0.81740 -1.54950 -0.54737
H -0.71375 1.56464 -0.19753
H -1.81043 0.65082 -1.31128
```

The energy relative to the best compared isomer or geometry (same formula, charge and spin) is 3.969 eV. The LUMO energy is 0.78 eV. The SMILES is OC[C@H]1CO1. The value obtained for the HOMO-LUMO gap is 10.16 eV. The value obtained for the HOMO energy is -9.4 eV.

Results of the Löwdin charge analysis, in e, for atoms 1 through 4: O -0.03; C -0.25; C -0.04; C -0.27


[5]
The following is a DFT calculation (ωB97M-V/def2-TZVPD) of one molecule with the formula C3H6O2 at a distorted geometry.

```
11
C3H6O2 ωB97M-V/def2-TZVPD
O -1.73902 -0.76860 -0.23434
C -1.02174 0.25569 0.31241
C 0.26039 0.91871 -0.45994
C 0.41163 -0.08254 0.60862
O 0.83282 -1.29529 -0.09293
H -1.02702 -1.33473 -0.49438
H -1.48132 0.65316 1.15152
H 0.50864 2.04705 -0.56443
H 0.54714 0.51380 -1.45029
H 0.92762 0.02176 1.65736
H 1.78089 -0.92902 -0.43360
```

The energy relative to the best compared isomer or geometry (same formula, charge and spin) is 3.383 eV. The LUMO energy is 0.73 eV. The SMILES is O[C@@H]1C[C@@H]1O. The value obtained for the HOMO-LUMO gap is 9.96 eV. The value obtained for the HOMO energy is -9.2 eV.

Results of the Löwdin charge analysis, in e, for atoms 1 through 4: O 0.02; C -0.27; C -0.04; C -0.35


[6]
The following is a DFT calculation (ωB97M-V/def2-TZVPD) of C3H6O2 as an isolated structure at a distorted geometry.

```
11
C3H6O2 ωB97M-V/def2-TZVPD
O -1.87218 -0.05788 0.66916
C -1.10958 -0.04403 -0.52903
O -1.48464 0.43581 -1.63039
C 0.21812 -0.74382 -0.23926
C 1.08060 0.31812 0.40809
H -1.36862 0.88615 0.18745
H 0.00285 -1.47487 0.52721
H 0.56494 -1.14047 -1.14383
H 1.36259 1.04830 -0.35270
H 0.54505 0.76978 1.26914
H 2.06086 0.00292 0.83417
```

The energy relative to the best compared isomer or geometry (same formula, charge and spin) is 3.465 eV. The LUMO energy is 0.08 eV. The value obtained for the HOMO-LUMO gap is 10.95 eV. The value obtained for the HOMO energy is -10.9 eV.

Results of the Löwdin charge analysis, in e, for atoms 1 through 4: O 0.05; C -0.55; O 0.09; C -0.15


[7]
The following is a DFT calculation (ωB97M-V/def2-TZVPD) of one molecule with the formula C3H6O2.

```
11
C3H6O2 ωB97M-V/def2-TZVPD
C 1.23099 0.02465 0.90804
C 0.03465 -0.46920 0.13608
O -0.30016 -1.63799 0.14251
C -0.78036 0.52499 -0.67037
O -1.76737 -0.11915 -1.40805
H 0.98387 0.07388 1.97354
H 1.56556 1.01319 0.58224
H 2.04434 -0.69525 0.79670
H -0.10185 1.08838 -1.32783
H -1.21681 1.25556 0.03227
H -1.69288 -1.05907 -1.16514
```

The energy relative to the best compared isomer or geometry (same formula, charge and spin) is 0.710 eV. The LUMO energy is 0.86 eV. The SMILES is CC(=O)CO. The value obtained for the HOMO-LUMO gap is 11.23 eV. The value obtained for the HOMO energy is -10.4 eV.

Results of the Löwdin charge analysis, in e, for atoms 1 through 4: C -0.01; C -0.41; O 0.08; C -0.22


[8]
The following is a DFT calculation (ωB97M-V/def2-TZVPD) of one molecule with the formula C3H6O2 at a distorted geometry.

```
11
C3H6O2 ωB97M-V/def2-TZVPD
C 0.79079 1.19423 -0.61852
C -0.49194 0.22399 -0.30934
O -0.25280 -0.33364 0.97870
C -0.47021 -1.62959 1.11196
O -0.92550 -2.24434 0.18955
H 1.61248 0.51202 -0.79319
H 0.65140 1.82054 -1.52137
H 1.05471 1.85220 0.23417
H -0.68459 -0.44958 -1.16293
H -1.04735 1.14436 -0.19750
H -0.23698 -2.09020 2.08847
```

The energy relative to the best compared isomer or geometry (same formula, charge and spin) is 1.482 eV. The LUMO energy is 0.99 eV. The SMILES is CCOC=O. The value obtained for the HOMO-LUMO gap is 11.46 eV. The value obtained for the HOMO energy is -10.5 eV.

Results of the Löwdin charge analysis, in e, for atoms 1 through 4: C -0.07; C -0.18; O -0.03; C -0.35


[9]
The following is a DFT calculation (ωB97M-V/def2-TZVPD) of a 2-piece molecular cluster, C3H6O2P overall at a distorted geometry.

```
12
C3H6O2P ωB97M-V/def2-TZVPD
C 1.39918 1.78900 0.07220
C 0.16334 -1.39372 -1.75565
C 0.38510 0.96461 0.11432
O -2.37330 -0.58438 1.85230
O -1.94760 -0.03733 -0.85729
P -0.45971 0.03906 -1.13138
H 1.61224 2.23609 1.09822
H 1.82486 2.28195 -0.86533
H -0.66751 -2.13393 -1.83367
H 1.06757 -1.49572 -2.33130
H -1.69810 -0.32653 2.50075
H -2.27349 -0.19219 1.03814
```

The energy relative to the best compared isomer or geometry (same formula, charge and spin) is 1.454 eV. The LUMO energy (alpha / beta) is 4.23 / 2.68 eV. As for the charge: -1. The value obtained for the HOMO-LUMO gap (alpha / beta) is 5.32 / 6.03 eV. Its multiplicity is 3. The value obtained for the HOMO energy (alpha / beta) is -1.1 / -3.3 eV.

Results of the Löwdin charge analysis, in e, for atoms 1 through 4: C -0.20; C -0.32; C -0.29; O -0.07


[10]
The following is a DFT calculation (ωB97M-V/def2-TZVPD) of an isolated ion of composition C3H6O2P3 and charge -1 at a distorted geometry.

```
14
C3H6O2P3 ωB97M-V/def2-TZVPD
C -1.78586 -0.85312 -1.33228
C -1.03019 0.85812 0.43586
C -1.59419 -0.51589 0.14778
O -2.80458 -0.55054 -1.90354
O -0.77922 -1.42846 -1.91555
P -0.42845 -2.10124 0.89954
P 0.34712 -2.33822 -1.06941
P 1.90954 -0.66338 -1.22860
H -1.19920 1.28430 1.44305
H 0.06983 0.73208 0.42502
H -1.63772 1.61841 -0.18409
H -2.55981 -0.71660 0.83327
H 2.91484 -1.65855 -1.13722
H 1.83832 -0.87041 -2.65495
```

The energy relative to the best compared isomer or geometry (same formula, charge and spin) is 0.206 eV. The LUMO energy is 4.02 eV. As for the charge: -1. The value obtained for the HOMO-LUMO gap is 6.70 eV. The value obtained for the HOMO energy is -2.7 eV.

Results of the Löwdin charge analysis, in e, for atoms 1 through 4: C -0.70; C -0.20; C -0.55; O 0.05


[11]
The following is a DFT calculation (ωB97M-V/def2-TZVPD) of a 2-piece molecular cluster, C3H6O2S overall at a distorted geometry.

```
12
C3H6O2S ωB97M-V/def2-TZVPD
C 1.52501 -1.77642 0.29639
C 1.71514 -0.40745 0.78435
C -1.06060 1.26887 -0.12600
O 0.19840 -1.90832 0.00543
O -1.63434 0.46173 0.50498
S 2.27354 0.79403 -0.07917
H 1.88800 -2.06213 -0.73045
H 1.87677 -2.53447 1.09885
H 0.05476 1.21420 -0.44605
H -1.49632 2.21841 -0.37768
H -0.53497 -1.50557 0.48634
H 2.85846 0.28028 -1.29771
```

The energy relative to the best compared isomer or geometry (same formula, charge and spin) is 5.305 eV. The LUMO energy is -0.23 eV. The value obtained for the HOMO-LUMO gap is 8.56 eV. The value obtained for the HOMO energy is -8.8 eV.

Results of the Löwdin charge analysis, in e, for atoms 1 through 4: C -0.44; C -0.51; C -0.16; O -0.08


[12]
The following is a DFT calculation (ωB97M-V/def2-TZVPD) of a 2-piece molecular cluster, C3H6O2S overall at a distorted geometry.

```
12
C3H6O2S ωB97M-V/def2-TZVPD
C 2.26979 -0.97863 -0.18388
C 1.49492 -1.98979 -0.39531
C -0.87708 1.20796 0.10668
O 2.47246 1.47653 0.33379
O -0.01122 1.54344 -0.94457
S 3.25895 0.28354 -0.04032
H 0.86500 1.71347 -0.55716
H 1.04516 -2.17754 -1.36654
H 1.24305 -2.69960 0.38453
H -0.50917 0.34044 0.67099
H -1.84031 0.95384 -0.33842
H -1.01345 2.04585 0.79902
```

The energy relative to the best compared isomer or geometry (same formula, charge and spin) is 3.568 eV. The LUMO energy is -0.31 eV. The value obtained for the HOMO-LUMO gap is 9.41 eV. The value obtained for the HOMO energy is -9.7 eV.

Results of the Löwdin charge analysis, in e, for atoms 1 through 4: C -0.40; C -0.01; C -0.19; O -0.59